The following is a DFT calculation (wB97M-V/def2-TZVPD) of C5H6O in the gas phase.

Properties
- Structure (SMILES): C#CCC(C)=O
- E_LUMO: 0.9 eV
- Gap between HOMO and LUMO: 0.3879 Ha
- ΔE to the lowest compared entry with this formula, charge and spin: 37.4 kcal/mol
- E_HOMO: -9.670 eV

Geometry as ORCA input:
```
! RIJCOSX wB97M-V def2-TZVPD def2/J DEFGRID3
* xyz 0 1
C -1.04040 1.25109 2.18603
C -0.91478 0.93719 1.03132
C -0.72413 0.59752 -0.37997
C 0.71053 0.09901 -0.62733
C 0.91744 -1.39196 -0.74800
O 1.62313 0.88721 -0.69757
H -1.14645 1.55136 3.20452
H -1.46455 -0.14484 -0.69881
H -0.86408 1.50294 -0.98021
H 1.92487 -1.58686 -1.12030
H 0.17356 -1.84791 -1.40964
H 0.80486 -1.85474 0.23996
*
```

=====

The following is a DFT calculation (wB97M-V/def2-TZVPD) of C5H3NO in the gas phase at a distorted geometry.

Properties
- Structure (SMILES): C#CCC(=O)C#N
- E_LUMO: -0.6 eV
- Gap between HOMO and LUMO: 0.3738 Ha
- ΔE to the lowest compared entry with this formula, charge and spin: 44.6 kcal/mol
- E_HOMO: -10.797 eV

Geometry as ORCA input:
```
! RIJCOSX wB97M-V def2-TZVPD def2/J DEFGRID3
* xyz 0 1
C -0.50776 1.85884 -1.39119
C 0.08982 1.09321 -0.67768
C 0.83011 0.21872 0.23766
C 0.24900 -1.12973 0.61304
O 1.00566 -2.02469 0.90155
C -1.19854 -1.41110 0.63303
N -2.29850 -1.76617 0.68153
H -1.02879 2.53392 -2.04065
H 1.80122 -0.13610 -0.12101
H 1.05778 0.76308 1.16372
*
```

=====

Question: Look up the E_LUMO of the second one.
Answer: -0.6 eV

=====

Question: Which value of ΔE to the lowest compared entry with this formula, charge and spin does entry 1 give?
Answer: 37.4 kcal/mol

=====

Question: What is the formula in the second record?
Answer: C5H3NO

=====

Question: E_LUMO of number 1 (C5H6O)?
Answer: 0.9 eV